{
  "formula": "C89H200N4O11P3",
  "method": "ωB97M-V/def2-TZVPD",
  "max_force_ev_per_a": 3.3,
  "gap_ev": 4.9180,
  "lumo_ev": -5.3,
  "total_charge": 3,
  "elements": ["C", "C", "C", "C", "P", "C", "C", "C", "C", "C", "C", "C", "C", "C", "C", "C", "C", "H", "H", "H", "H", "H", "H", "H", "H", "H", "H", "H", "H", "H", "H", "H", "H", "H", "H", "H", "H", "H", "H", "H", "H", "H", "H", "H", "H", "H", "H", "H", "H", "H", "H", "H", "H", "C", "C", "C", "C", "P", "C", "C", "C", "C", "C", "C", "C", "C", "C", "C", "C", "C", "H", "H", "H", "H", "H", "H", "H", "H", "H", "H", "H", "H", "H", "H", "H", "H", "H", "H", "H", "H", "H", "H", "H", "H", "H", "H", "H", "H", "H", "H", "H", "H", "H", "H", "H", "H", "C", "C", "C", "C", "P", "C", "C", "C", "C", "C", "C", "C", "C", "C", "C", "C", "C", "H", "H", "H", "H", "H", "H", "H", "H", "H", "H", "H", "H", "H", "H", "H", "H", "H", "H", "H", "H", "H", "H", "H", "H", "H", "H", "H", "H", "H", "H", "H", "H", "H", "H", "H", "H", "C", "C", "C", "N", "C", "C", "C", "C", "C", "C", "H", "H", "H", "H", "H", "H", "H", "H", "H", "H", "H", "H", "H", "H", "H", "H", "H", "H", "H", "H", "C", "C", "N", "C", "C", "C", "C", "C", "O", "C", "H", "H", "H", "H", "H", "H", "H", "H", "H", "H", "H", "H", "H", "H", "H", "H", "H", "H", "H", "H", "C", "C", "N", "C", "C", "C", "C", "C", "O", "C", "H", "H", "H", "H", "H", "H", "H", "H", "H", "H", "H", "H", "H", "H", "H", "H", "H", "H", "H", "H", "C", "C", "N", "C", "C", "C", "C", "C", "O", "C", "H", "H", "H", "H", "H", "H", "H", "H", "H", "H", "H", "H", "H", "H", "H", "H", "H", "H", "H", "H", "C", "C", "O", "O", "H", "H", "H", "C", "C", "O", "O", "H", "H", "H", "C", "C", "O", "O", "H", "H", "H", "C", "C", "O", "O", "H", "H", "H"],
  "positions_angstrom": [[5.857, -2.737, 11.388], [5.818, -2.666, 9.868], [5.858, -1.200, 9.289], [5.442, -1.264, 7.755], [6.246, -0.010, 6.670], [8.061, 0.073, 7.076], [8.906, -1.161, 6.581], [8.755, -2.363, 7.543], [9.824, -3.428, 7.404], [5.761, -0.524, 4.923], [5.803, -2.008, 4.515], [5.572, -2.315, 3.054], [5.577, -3.817, 2.662], [5.393, 1.606, 7.128], [3.916, 1.630, 6.674], [3.259, 2.885, 7.189], [1.690, 2.958, 7.207], [6.686, -2.146, 11.775], [5.820, -3.781, 11.698], [4.913, -2.329, 11.750], [4.876, -3.073, 9.502], [6.639, -3.286, 9.507], [6.890, -0.878, 9.423], [5.123, -0.601, 9.828], [4.356, -1.174, 7.737], [5.614, -2.183, 7.196], [8.287, 0.455, 8.072], [8.377, 0.943, 6.499], [9.953, -0.870, 6.490], [8.655, -1.261, 5.525], [7.780, -2.806, 7.338], [8.719, -2.023, 8.577], [9.700, -4.087, 8.263], [10.879, -3.219, 7.231], [9.505, -4.047, 6.565], [6.479, -0.028, 4.270], [4.745, -0.222, 4.666], [4.984, -2.455, 5.079], [6.689, -2.487, 4.933], [6.294, -1.785, 2.434], [4.539, -2.051, 2.825], [5.035, -4.430, 3.383], [6.613, -4.148, 2.746], [5.219, -3.933, 1.639], [5.995, 2.469, 6.842], [5.421, 1.642, 8.217], [3.390, 0.826, 7.189], [3.801, 1.352, 5.627], [3.735, 3.696, 6.639], [3.571, 2.990, 8.228], [1.267, 2.329, 7.991], [1.227, 2.579, 6.296], [1.388, 3.992, 7.371], [3.806, -6.517, -4.645], [3.358, -5.122, -4.304], [1.783, -4.957, -4.555], [1.309, -3.552, -4.370], [0.012, -2.908, -5.533], [-0.935, -1.410, -4.854], [-2.264, -1.030, -5.501], [-3.147, -0.129, -4.573], [-2.596, 1.277, -4.206], [0.754, -2.519, -7.219], [1.796, -3.546, -7.768], [2.281, -3.399, -9.277], [3.200, -2.151, -9.445], [-1.205, -4.198, -5.988], [-2.042, -4.716, -4.790], [-3.126, -5.715, -5.303], [-2.420, -7.051, -5.547], [3.403, -6.874, -5.592], [3.243, -7.171, -3.979], [4.881, -6.664, -4.539], [4.000, -4.464, -4.890], [3.577, -4.804, -3.285], [1.223, -5.714, -4.006], [1.789, -5.318, -5.583], [2.156, -2.875, -4.481], [0.911, -3.496, -3.357], [-0.272, -0.556, -4.989], [-1.029, -1.621, -3.789], [-2.874, -1.872, -5.829], [-2.095, -0.538, -6.459], [-3.202, -0.669, -3.627], [-4.187, -0.080, -4.896], [-2.938, 1.635, -3.234], [-2.932, 1.966, -4.981], [-1.511, 1.344, -4.281], [1.332, -1.608, -7.060], [0.051, -2.476, -8.051], [1.364, -4.526, -7.565], [2.681, -3.595, -7.134], [1.372, -3.371, -9.878], [2.721, -4.232, -9.825], [4.237, -2.185, -9.110], [2.760, -1.272, -8.974], [3.267, -1.897, -10.503], [-0.600, -4.999, -6.413], [-1.811, -3.766, -6.785], [-2.609, -3.905, -4.331], [-1.484, -5.187, -3.981], [-3.725, -5.442, -6.171], [-3.781, -5.861, -4.444], [-1.804, -7.353, -4.699], [-1.803, -7.169, -6.438], [-3.120, -7.858, -5.760], [-2.850, 4.136, 3.369], [-3.677, 3.831, 4.695], [-4.568, 2.660, 4.428], [-5.891, 3.082, 3.796], [-7.103, 1.671, 3.436], [-6.568, 0.675, 2.049], [-6.646, 1.334, 0.640], [-6.157, 0.382, -0.433], [-6.054, 1.043, -1.816], [-7.403, 0.638, 4.979], [-7.896, 1.436, 6.178], [-8.489, 0.543, 7.321], [-7.371, -0.139, 8.100], [-8.675, 2.515, 3.065], [-9.939, 1.604, 2.891], [-11.269, 2.344, 2.996], [-11.567, 3.008, 4.340], [-3.593, 4.486, 2.652], [-2.229, 3.324, 2.991], [-2.065, 4.889, 3.441], [-4.189, 4.678, 5.153], [-2.946, 3.560, 5.456], [-4.816, 2.179, 5.374], [-4.038, 1.848, 3.930], [-5.796, 3.621, 2.854], [-6.447, 3.684, 4.515], [-7.120, -0.265, 2.062], [-5.521, 0.402, 2.185], [-6.036, 2.231, 0.535], [-7.692, 1.571, 0.447], [-6.985, -0.314, -0.565], [-5.221, -0.135, -0.223], [-7.019, 1.396, -2.179], [-5.610, 0.355, -2.535], [-5.459, 1.956, -1.796], [-6.439, 0.203, 5.242], [-7.985, -0.266, 4.796], [-8.585, 2.230, 5.889], [-7.015, 1.936, 6.579], [-9.080, -0.167, 6.743], [-9.084, 1.118, 8.031], [-7.691, -0.704, 8.976], [-6.718, 0.680, 8.400], [-6.693, -0.788, 7.546], [-8.570, 3.258, 2.274], [-8.833, 3.109, 3.965], [-9.924, 0.912, 3.733], [-9.798, 1.101, 1.934], [-12.043, 1.660, 2.649], [-11.276, 3.127, 2.238], [-10.969, 2.586, 5.149], [-12.644, 2.955, 4.501], [-11.399, 4.082, 4.262], [2.513, 2.037, 2.399], [1.712, 2.080, 1.156], [0.596, 1.012, 1.204], [-0.191, 0.753, -0.155], [-1.292, -0.254, 0.142], [-2.374, 0.391, 0.909], [-3.016, 1.666, 0.350], [-1.936, 2.676, 0.195], [-0.790, 2.105, -0.726], [0.848, 0.150, -1.180], [3.215, 1.223, 2.219], [2.007, 1.748, 3.320], [3.178, 2.889, 2.543], [2.379, 1.868, 0.320], [1.361, 3.101, 1.007], [-0.083, 1.225, 2.028], [1.084, 0.060, 1.414], [-0.841, -1.111, 0.641], [-1.619, -0.413, -0.886], [-2.123, 0.523, 1.962], [-3.098, -0.422, 0.952], [-3.865, 1.911, 0.988], [-3.435, 1.393, -0.619], [-1.401, 3.000, 1.088], [-2.358, 3.574, -0.255], [0.000, 2.807, -0.992], [-1.174, 1.773, -1.691], [0.197, 0.027, -2.046], [1.250, -0.838, -0.956], [1.506, 0.939, -1.544], [-3.381, -3.309, 1.195], [-4.794, -3.381, 0.494], [-4.851, -3.776, -0.994], [-4.198, -2.599, -1.825], [-4.070, -5.070, -1.196], [-4.734, -6.307, -0.589], [-6.341, -3.843, -1.517], [-6.525, -4.310, -2.963], [-6.088, -3.349, -3.877], [-6.313, -3.630, -5.271], [-2.621, -2.701, 0.704], [-2.972, -4.319, 1.226], [-3.543, -2.998, 2.226], [-5.188, -2.367, 0.420], [-5.541, -3.977, 1.018], [-3.199, -2.401, -1.439], [-4.863, -1.736, -1.792], [-4.043, -3.017, -2.820], [-3.080, -4.922, -0.766], [-3.968, -5.085, -2.281], [-5.073, -6.218, 0.443], [-4.020, -7.121, -0.711], [-5.659, -6.530, -1.122], [-6.800, -2.863, -1.388], [-6.871, -4.492, -0.819], [-7.573, -4.403, -3.248], [-5.950, -5.198, -3.226], [-7.347, -3.431, -5.555], [-6.263, -4.695, -5.495], [-5.694, -3.044, -5.950], [-1.718, 4.363, -7.264], [-0.982, 5.640, -6.817], [0.088, 5.522, -5.600], [1.253, 4.801, -6.284], [0.423, 6.914, -4.933], [1.073, 7.968, -5.917], [-0.418, 4.640, -4.439], [-1.544, 5.289, -3.583], [-2.610, 5.703, -4.392], [-3.950, 5.887, -3.762], [-2.152, 4.544, -8.247], [-2.566, 4.047, -6.656], [-1.019, 3.526, -7.275], [-1.576, 6.462, -6.414], [-0.342, 6.061, -7.592], [1.551, 5.399, -7.145], [0.942, 3.831, -6.670], [2.063, 4.665, -5.566], [0.962, 6.743, -4.001], [-0.539, 7.337, -4.643], [2.112, 7.680, -6.080], [1.242, 8.963, -5.505], [0.527, 8.146, -6.844], [0.461, 4.355, -3.862], [-0.798, 3.787, -5.001], [-1.273, 6.124, -2.938], [-2.035, 4.481, -3.041], [-4.741, 6.178, -4.453], [-3.862, 6.550, -2.901], [-4.268, 4.905, -3.412], [8.020, -0.752, 0.292], [7.523, -0.373, -1.123], [6.006, -0.469, -1.369], [5.943, -0.138, -2.854], [5.700, -1.985, -1.041], [4.230, -2.354, -1.410], [5.113, 0.477, -0.469], [5.599, 1.973, -0.420], [5.525, 2.520, -1.735], [4.195, 2.989, -2.145], [7.874, -1.800, 0.553], [7.389, -0.179, 0.972], [9.076, -0.521, 0.430], [8.082, -0.928, -1.877], [7.765, 0.673, -1.307], [6.440, -0.970, -3.352], [6.619, 0.703, -3.009], [4.885, -0.087, -3.110], [5.761, -2.039, 0.045], [6.417, -2.652, -1.519], [3.945, -3.387, -1.212], [4.037, -2.229, -2.475], [3.519, -1.828, -0.773], [5.018, 0.016, 0.515], [4.139, 0.424, -0.955], [6.653, 1.994, -0.141], [5.101, 2.598, 0.321], [4.101, 3.592, -3.048], [3.762, 3.702, -1.443], [3.429, 2.236, -2.332], [0.980, 5.903, 0.974], [1.280, 6.987, -0.067], [1.481, 8.149, 0.363], [1.242, 6.720, -1.306], [1.865, 5.601, 1.535], [0.522, 5.037, 0.496], [0.349, 6.233, 1.799], [5.412, 3.857, 3.613], [6.376, 2.663, 3.694], [7.225, 2.648, 4.617], [6.300, 1.781, 2.839], [5.283, 4.084, 2.555], [5.906, 4.719, 4.063], [4.421, 3.743, 4.052], [3.247, 1.753, -5.955], [2.394, 1.051, -4.886], [2.781, -0.078, -4.549], [1.396, 1.617, -4.385], [3.964, 1.151, -6.511], [3.653, 2.650, -5.487], [2.585, 2.050, -6.768], [0.806, -5.025, -1.122], [0.037, -3.808, -0.751], [0.418, -3.258, 0.317], [-0.791, -3.346, -1.522], [1.089, -5.625, -0.257], [1.674, -4.839, -1.755], [0.243, -5.710, -1.756]],
  "atomic_forces_ev_per_a": [[-1.00, 0.28, -0.49], [-0.32, 0.80, -0.17], [0.29, -2.29, -0.99], [0.40, 0.73, 0.62], [-1.20, 0.41, 0.57], [0.19, 0.14, -1.63], [-0.38, 1.06, 1.01], [0.34, 0.88, -0.92], [-0.95, -1.38, -0.36], [1.28, -0.20, -0.38], [-0.23, -0.54, 1.91], [-0.69, -0.64, -0.34], [1.22, 0.71, 0.92], [0.39, -0.88, -0.28], [0.11, -1.15, 0.82], [-0.66, 0.59, -0.22], [1.01, -0.27, -0.33], [0.04, -0.39, 0.29], [0.59, 0.10, 0.20], [0.09, 0.32, 0.31], [0.01, -0.44, 0.05], [0.00, 0.22, -0.53], [-0.23, 0.59, 0.00], [0.32, 0.23, -0.01], [-0.07, 0.37, -0.33], [0.41, -0.45, 0.67], [-0.53, -0.65, 0.41], [-0.12, 0.15, -0.59], [0.09, 0.25, 0.52], [-0.37, -0.85, 0.01], [-0.04, -0.29, 0.18], [0.06, 0.37, -0.05], [0.45, -0.09, 0.08], [-0.21, 0.70, 0.32], [0.29, -0.19, -0.25], [-0.24, 0.80, -0.09], [0.20, 0.74, 0.35], [-0.15, -0.50, -0.03], [0.35, -0.12, -0.33], [-0.21, 0.24, -0.12], [0.03, 0.91, -0.22], [-0.38, 0.07, -0.25], [0.07, -0.34, -0.34], [-0.06, -0.22, 0.15], [-0.05, -0.11, -0.73], [-0.03, -0.32, 0.23], [0.09, -0.49, 0.15], [0.00, 0.82, -0.22], [-0.44, 0.45, 0.06], [0.10, 0.15, 0.06], [0.20, 0.08, 0.26], [0.15, 0.23, -0.33], [-0.11, -0.11, -0.01], [-1.08, -0.77, 0.91], [-0.87, 0.69, 0.14], [2.45, -1.34, -1.48], [-0.70, 0.78, -0.04], [-0.41, 0.19, -1.33], [0.87, -0.64, -0.51], [-0.91, 0.40, -0.39], [0.90, -0.34, 0.88], [-0.12, -0.32, -1.39], [1.62, -0.27, 0.17], [0.73, -1.53, 0.16], [-0.43, 1.09, 0.84], [-0.92, 0.15, -0.66], [0.59, 0.07, 1.55], [-1.52, 0.37, -1.49], [1.62, -0.87, 0.87], [-0.45, -1.03, -0.56], [0.55, 0.44, -0.51], [0.51, -0.43, 0.47], [-0.20, -0.13, -0.14], [-0.67, 0.63, -0.46], [0.09, -0.45, 0.33], [0.05, 0.22, 0.31], [-0.71, 0.26, -0.30], [-0.11, 0.41, 0.10], [-0.19, 0.61, 0.02], [0.46, -0.02, 0.37], [-0.04, -0.05, 0.17], [-0.04, -0.39, 0.46], [0.28, 0.37, 0.02], [-0.04, -0.33, 0.22], [0.12, 0.11, -0.41], [-0.05, -0.06, -0.03], [-0.19, 0.31, 0.14], [0.21, -0.25, 0.39], [-0.48, 0.52, -0.24], [-0.66, 0.63, 0.56], [-0.12, -0.35, -0.64], [0.17, 0.45, 0.13], [-0.27, 0.99, -0.11], [0.53, -0.62, 1.19], [-0.16, -0.70, 0.34], [-0.10, 0.04, 0.11], [-0.03, -0.03, -0.10], [-0.09, -0.13, -0.11], [-0.16, -0.07, 0.07], [0.32, 0.48, 0.04], [0.32, 0.05, -0.22], [0.20, 0.50, 0.08], [-0.43, -0.10, -0.10], [-0.09, 0.04, 0.10], [0.31, 0.85, -0.08], [-0.36, -0.04, 0.47], [-0.64, 0.84, 1.03], [2.62, -0.02, -0.90], [-0.90, -0.79, 0.90], [-0.85, -1.64, -0.30], [-0.50, 1.01, 1.18], [0.71, -0.01, -0.85], [0.09, -0.17, 0.59], [-1.07, 0.07, -1.18], [0.14, 0.51, 0.26], [0.87, -0.04, -0.63], [0.11, 0.45, 0.88], [0.71, -0.27, -1.39], [0.58, 0.39, 0.04], [-0.64, -0.14, 0.51], [1.13, 0.53, 0.46], [0.35, 0.41, -1.05], [-0.33, 0.22, -0.69], [0.38, -0.11, -0.55], [-0.75, -0.69, 0.16], [-0.46, 0.56, 0.46], [-0.17, 0.19, -0.58], [0.01, -0.22, 0.10], [-0.20, 0.08, 0.33], [0.05, 0.21, -0.66], [0.03, 0.12, -0.01], [0.00, 0.26, -0.10], [-0.21, -0.02, -0.03], [0.17, -0.07, 0.40], [-0.17, 0.29, 0.54], [0.05, 0.28, -0.20], [0.30, -0.81, 0.21], [-0.05, 0.02, 0.42], [-0.16, -0.35, -0.02], [-0.11, 0.06, -0.13], [0.38, -0.05, 0.09], [0.35, 0.10, -0.09], [-0.51, 0.26, -0.53], [-0.24, -0.15, 0.02], [0.01, 0.34, 0.11], [-0.60, -0.23, 0.63], [-0.18, 0.03, -0.38], [-0.16, 0.21, -0.07], [0.09, -0.05, 0.60], [-0.34, -0.21, -0.44], [0.18, -0.17, -0.25], [0.02, 0.19, 0.16], [0.09, -0.53, -0.21], [-0.43, -0.35, 0.07], [-0.08, -0.13, 0.40], [-0.01, 0.09, -0.20], [-0.34, -0.03, 0.21], [0.14, -0.33, 0.54], [0.41, -0.01, 0.22], [1.69, -1.21, 0.60], [-1.36, 0.37, -1.09], [0.45, 0.26, -1.02], [2.53, 1.11, 1.66], [1.41, 1.76, -1.48], [-1.59, -0.61, 1.20], [0.38, -1.90, 0.38], [1.74, 0.60, -1.22], [-0.68, -1.43, 0.06], [-2.44, 1.19, -0.76], [0.36, -0.25, 0.47], [-0.35, 0.45, 0.01], [-0.46, 0.14, 0.05], [-0.04, 0.04, -0.16], [-0.51, -0.09, -0.17], [-0.27, 0.03, -0.34], [-0.19, -0.20, -0.03], [0.01, -0.26, -0.45], [-0.32, -0.99, 0.08], [0.30, 0.20, 0.06], [-0.58, -0.01, 0.08], [0.20, 0.50, 0.12], [-0.05, 0.27, -0.31], [-0.53, -0.09, 0.37], [0.42, 0.19, -0.20], [0.19, -0.08, 0.64], [-0.30, 0.03, -0.08], [0.11, -0.34, -0.27], [-0.03, 0.33, 0.77], [0.35, -0.20, 0.57], [-1.14, -1.25, -0.81], [0.16, 1.29, -0.64], [0.18, 1.21, -0.40], [0.36, -1.81, 0.62], [-0.45, 0.60, -0.06], [-0.44, 0.48, -0.73], [0.70, -0.43, 0.57], [0.23, 0.13, -0.99], [1.31, 1.80, -1.07], [-1.17, -0.63, 0.36], [-0.27, 0.12, -0.11], [0.13, 0.05, 0.24], [-0.02, 0.14, -0.10], [-0.21, 0.12, 0.45], [0.35, -0.19, 0.10], [-0.04, -0.01, 0.32], [0.06, -0.28, -0.11], [-0.40, 0.44, 0.01], [-0.04, 0.28, -0.21], [0.17, -0.66, 0.06], [0.61, 0.16, 0.18], [-0.26, -0.11, 0.19], [0.14, -0.33, -0.27], [0.41, 0.19, -0.04], [0.07, -0.27, -0.20], [-0.42, -0.83, 1.01], [-0.38, -0.68, 0.56], [-0.27, 0.49, 0.25], [0.74, -0.20, 0.12], [0.34, -0.02, 0.59], [0.32, 0.45, 0.61], [0.73, 1.00, 1.80], [-0.28, -0.39, -0.37], [-0.13, 0.76, 0.72], [-0.39, 1.07, -1.91], [0.70, -1.05, 0.83], [-0.64, 0.83, -1.13], [-0.79, -0.56, -0.05], [-2.29, 1.16, -1.66], [1.96, -1.07, 0.22], [0.40, -0.03, -0.15], [0.17, 0.42, 0.42], [-0.06, -0.05, -0.44], [-0.63, -0.40, -0.48], [-0.27, -0.24, -0.17], [0.22, 0.11, 0.31], [-0.19, 0.08, 0.43], [-0.04, 0.04, -0.14], [0.38, -0.18, -0.16], [-0.15, -0.38, -0.04], [-0.06, -0.29, -0.63], [-0.65, -0.15, 0.71], [0.01, -0.42, 0.01], [-0.19, 0.04, 0.14], [-0.07, -0.30, 0.62], [0.67, -0.36, 0.28], [0.86, -0.46, 0.97], [0.76, 0.45, -0.37], [-0.11, 0.21, -0.16], [0.05, -0.25, 0.31], [-1.22, 0.15, -0.39], [0.69, 0.66, 1.25], [1.66, -1.20, 0.53], [-0.17, -1.00, 0.86], [-2.31, 0.98, -0.02], [0.48, -0.02, -0.02], [0.53, 0.29, -0.60], [0.18, -1.08, -1.06], [-1.44, 0.73, -0.75], [-0.22, 0.36, 0.73], [0.11, -0.08, -0.27], [0.42, 0.21, 0.51], [-0.19, 0.24, -0.13], [-0.60, -0.27, -0.19], [0.04, -0.02, 0.10], [-0.37, -0.21, -0.10], [-0.95, 0.36, -0.14], [0.25, 0.54, -0.57], [0.40, -0.08, -0.15], [0.15, 0.48, -0.09], [0.71, -0.28, 0.19], [-0.16, 0.44, 0.04], [0.03, 0.43, -0.32], [0.35, 0.07, 0.05], [0.00, 0.03, -0.04], [-0.05, 0.08, 0.06], [-0.42, -0.39, 0.13], [1.42, -0.23, -0.37], [0.24, -0.14, 0.71], [0.29, -0.80, 0.27], [0.01, -0.43, 0.36], [-0.09, 2.73, -0.54], [-0.06, -1.31, 0.44], [-0.26, -1.50, 0.03], [0.45, -0.14, -0.39], [-0.02, -0.23, -0.05], [-0.38, 0.43, -0.31], [0.68, 0.48, -0.43], [0.54, 0.54, 1.49], [-0.28, 0.15, 0.74], [-0.87, -1.50, -2.05], [-0.20, 0.08, -0.09], [-0.19, 0.00, 0.13], [0.12, -0.33, 0.22], [-1.02, 0.34, -0.43], [0.34, -0.30, -0.10], [0.51, -1.65, 0.41], [-0.57, 0.99, -0.24], [0.36, -0.17, 0.87], [0.33, 0.00, -0.31], [-0.31, 0.51, 0.09], [0.04, -2.06, -0.61], [2.28, 0.80, 2.12], [-0.36, 0.19, 0.20], [-2.51, 0.76, -2.09], [0.28, 0.34, 0.05], [0.30, 0.45, 0.38], [-0.49, 0.00, -0.10]],
  "mulliken_charge": [-1.375, -0.430, -0.874, -1.504, 0.616, -1.316, -0.845, 0.427, -1.620, 0.130, -1.325, 0.662, -1.716, -1.327, 0.234, -0.599, -1.337, 0.341, 0.382, 0.339, 0.360, 0.240, 0.319, 0.532, 0.756, 0.764, 0.730, 0.654, 0.540, 0.318, -0.072, 0.268, 0.388, 0.370, 0.342, 0.331, -0.020, 0.511, 0.322, -0.218, 0.117, 0.423, 0.397, 0.353, 0.774, 0.786, 0.160, -0.277, 0.399, 0.367, 0.372, 0.210, 0.412, -1.519, -0.136, -1.066, 0.700, -0.131, 0.551, -1.029, -0.112, -0.371, -0.720, -0.426, -0.727, -1.161, -1.798, 1.336, 0.085, -1.511, 0.350, 0.311, 0.391, 0.390, 0.034, 0.449, 0.660, 0.559, -0.521, 0.544, -0.638, 0.437, 0.450, -0.628, 0.766, -0.147, 0.650, -0.297, 0.385, 0.604, 0.286, 0.109, 0.360, 0.412, 0.321, 0.282, 0.409, 0.751, 0.621, -1.053, 0.041, 0.429, -0.132, 0.312, 0.363, 0.468, -0.668, -1.211, -0.331, -1.068, 0.007, -0.525, -1.508, 1.464, -2.006, -1.189, -0.496, -0.603, -1.220, -1.430, -0.552, -0.741, -1.063, 0.294, -0.103, 0.518, 0.441, 0.391, 0.413, 0.252, 0.652, 0.739, 0.789, 0.271, 0.372, 0.807, 0.981, -1.248, 0.504, 0.313, 0.368, 0.767, 0.735, 0.338, 0.278, 0.342, 0.364, 0.386, 0.326, 0.289, 0.787, 0.696, 0.234, 0.345, 0.463, 0.365, 0.246, 0.346, 0.304, -1.217, 2.468, -1.463, 1.021, -0.084, -0.240, 2.450, -1.327, -0.641, 0.168, 0.185, 0.361, -0.129, -0.697, -0.883, 0.666, 0.631, 0.492, -0.889, 0.480, -0.324, -0.189, -1.187, -0.093, 0.637, 0.848, -0.121, -0.278, -0.164, 0.057, -1.737, -0.377, 0.462, 0.102, 0.676, -1.565, -0.610, -0.633, -0.232, -0.918, 0.396, 0.447, 0.610, 0.188, 0.619, 0.336, 0.029, -0.224, 0.019, -0.385, 0.291, 0.448, 0.341, 0.215, 0.592, 0.585, 0.253, 0.353, 0.360, 0.285, -1.137, -0.629, 0.509, -1.114, -0.322, -1.348, -0.433, -0.354, -0.202, -0.701, 0.438, 0.141, 0.258, 0.531, 0.614, 0.424, 0.284, 0.421, 0.503, 0.250, 0.372, 0.434, 0.308, 0.288, 0.003, 0.574, 0.107, 0.306, 0.334, 0.093, -0.930, -0.724, 0.750, -1.358, -0.029, -1.209, 0.408, -0.643, -0.469, -0.386, 0.252, 0.078, 0.477, 0.597, 0.562, 0.482, 0.467, 0.396, -0.160, 0.534, 0.663, 0.274, 0.101, -0.076, -0.310, 0.520, 0.160, 0.318, 0.394, -0.164, -0.142, 0.280, -0.742, -0.612, 0.198, -0.286, 0.292, -1.041, 0.581, -0.743, -0.366, 0.398, 0.462, -0.041, -1.356, 0.442, -0.559, 0.010, 0.374, 0.171, 0.329, -1.160, 0.367, -0.798, 0.258, 0.460, -0.092, 0.222]
}